[1]
The following is a quantum chemistry calculation of C24H26FN3O4Y as an isolated structure in a non-equilibrium geometry, from the OMol25 dataset.

Last column: Löwdin charge in e.
Element x y z (Å)
Y  0.86  -0.30  -2.18  1.72
C  3.66  -1.76  0.60  0.04
C  3.35  -0.27  0.37  -0.30
N  2.58  0.21  -0.59  0.02
C  2.62  1.61  -0.57  -0.10
C  3.39  1.97  0.51  -0.08
N  3.84  0.77  1.02  0.20
C  4.11  3.19  0.95  -0.48
O  3.72  4.33  0.45  0.19
O  5.03  3.08  1.74  0.12
C  1.78  2.53  -1.48  -0.57
O  1.66  3.70  -1.27  0.13
O  1.04  1.82  -2.24  -0.16
H  2.81  -2.30  0.97  0.07
H  4.59  -1.86  1.19  0.10
H  3.95  -2.14  -0.37  0.08
H  4.51  0.78  1.77  0.18
H  2.92  4.21  -0.09  0.08
C  -4.40  -0.56  -2.72  -0.07
C  -2.95  -0.56  -2.22  -0.31
C  -1.87  -0.26  -3.40  -0.04
C  -2.71  0.34  -1.04  -0.20
C  -3.49  1.42  -0.86  -0.02
C  -3.19  2.27  0.22  -0.02
C  -2.05  2.08  1.01  -0.02
C  -1.19  1.02  0.79  -0.11
C  0.07  0.98  1.66  -0.35
C  -0.03  0.23  3.02  -0.04
C  0.54  2.33  2.16  -0.09
C  -1.55  0.17  -0.28  -0.18
N  -0.62  -0.86  -0.71  -0.11
C  -0.57  -2.08  -0.07  -0.24
C  -1.39  -2.71  0.87  -0.01
C  -1.22  -4.05  1.19  -0.08
C  -0.16  -4.81  0.73  -0.07
C  0.72  -4.24  -0.18  -0.02
C  0.47  -2.96  -0.51  -0.17
F  1.30  -2.42  -1.57  -0.11
H  -4.56  -1.55  -3.12  0.08
H  -4.69  0.20  -3.43  0.08
H  -5.08  -0.49  -1.87  0.09
H  -2.76  -1.56  -1.79  0.13
H  -1.31  0.66  -3.18  0.06
H  -2.33  0.07  -4.31  0.07
H  -1.41  -1.25  -3.48  0.07
H  -4.39  1.53  -1.48  0.12
H  -3.74  3.18  0.42  0.11
H  -1.93  2.70  1.87  0.11
H  0.82  0.49  0.98  0.11
H  -0.72  0.86  3.59  0.08
H  1.01  0.05  3.41  0.10
H  -0.50  -0.74  2.94  0.06
H  -0.07  2.66  3.03  0.10
H  0.67  3.15  1.42  0.10
H  1.56  2.24  2.49  0.06
H  -2.21  -2.05  1.31  0.15
H  -1.85  -4.44  1.95  0.11
H  -0.18  -5.87  0.96  0.12
H  1.55  -4.76  -0.57  0.12

The value obtained for the LUMO energy is -4.10 eV. The calculation puts the calculated total energy at -1533.4725 hartree. The value obtained for the orbital gap is 7.064 eV. Its net charge is +1.

[2]
The following is a quantum chemistry calculation of a 2-piece molecular cluster, C6H10O overall, from the OMol25 dataset.

Last column: Löwdin charge in e.
Element x y z (Å)
O  -0.53  -1.86  0.65  -0.02
C  -1.14  -0.60  0.83  -0.39
C  -0.28  0.49  1.45  -0.05
C  -0.41  1.61  0.73  -0.09
C  -1.28  1.35  -0.44  -0.09
C  -1.67  0.07  -0.42  -0.05
H  0.19  -1.75  0.02  0.06
H  -1.99  -0.78  1.50  0.16
H  0.29  0.34  2.36  0.11
H  0.05  2.57  0.95  0.10
H  -1.54  2.10  -1.18  0.10
H  -2.32  -0.43  -1.13  0.11
C  2.12  -0.63  -1.06  -0.04
H  2.13  -1.62  -1.52  0.03
H  2.99  -0.07  -1.41  0.02
H  2.18  -0.72  0.03  0.02
H  1.21  -0.09  -1.34  0.01

The value obtained for the LUMO energy is 0.73 eV. As for the SMILES: OC1C=CC=C1.C. The calculation puts the calculated total energy at -309.8047 hartree. The value obtained for the orbital gap is 9.512 eV. The relative energy (zero: lowest compared OMol25 entry of this formula, charge and spin) is 23.61 kcal/mol.

[3]
The following is a quantum chemistry calculation of one molecule with the formula C3H6NP in a non-equilibrium geometry, from the OMol25 dataset.

Last column: Löwdin charge in e.
Element x y z (Å)
C  1.66  -0.23  -0.01  -0.34
P  0.08  -1.21  -0.04  0.89
C  -0.84  0.42  -0.27  -0.43
C  -2.21  0.20  -0.05  -0.37
N  -3.31  0.10  0.23  0.14
H  1.81  0.11  -0.98  0.01
H  2.56  -0.77  0.00  0.02
H  1.70  0.56  0.62  0.00
H  -0.15  -1.32  1.30  -0.08
H  -0.71  0.89  -1.19  0.07
H  -0.59  1.25  0.39  0.10

The value obtained for the LUMO energy is 0.76 eV. As for the SMILES: CPCC#N. The calculation puts the calculated total energy at -513.9672 hartree. The value obtained for the orbital gap is 10.807 eV. The relative energy (zero: lowest compared OMol25 entry of this formula, charge and spin) is 1.56 kcal/mol.